Entry 1:
Below is a cluster of 6 separate species, C30H66F5N2O10 in total in a non-equilibrium geometry, with properties calculated with ωB97M-V/def2-TZVPD.

- 2S+1 = 1
- E_HOMO (eV) = -10.421
- charge = +1

Each atom is followed by the atoms it is bonded to, with distances in Å.
CARTESIAN COORDINATES (ANGSTROEM)
1 F 2.0976 -0.8610 0.2425  C47 1.352
2 F 2.5887 2.2145 1.7732  C46 1.342
3 F 3.2480 1.3501 -0.1149  C46 1.367
4 F 3.0917 -0.3224 2.1399  C47 1.349
5 F 0.9130 -0.2109 2.0022  C47 1.345
6 O 0.2365 0.7549 -8.1570  C21 1.419, C34 1.414
7 O 3.8694 1.2265 -4.0949  C30 1.413, C33 1.430
8 O -2.2091 1.7331 3.5995  C19 1.426, C41 1.418
9 O -7.4969 -2.4124 9.3235  C37 1.415, C45 1.418
10 O -0.2357 1.3555 -5.3199  C18 1.419, C42 1.421
11 O -5.3902 -2.4588 7.2677  C40 1.420, C44 1.415
12 O 6.0379 -0.1067 -5.5557  C31 1.405, C35 1.417
13 O 5.6115 -3.7453 0.5655  C25 1.414, C38 1.417
14 O -4.3231 1.8169 5.6509  C23 1.416, C29 1.417
15 O 4.8582 -3.3909 -2.2982  C20 1.418, C39 1.414
16 N 1.7332 2.4694 -2.1743  C27 1.277, C43 1.461, H58 1.012
17 N -0.2918 1.9161 0.6967  C22 1.435, C32 1.479, H95 1.009
18 C 0.5403 2.1446 -6.2073  O10 1.419, C34 1.511, H52 1.096, H62 1.085
19 C -2.6412 0.6244 4.3851  O8 1.426, C29 1.510, H55 1.093, H79 1.095
20 C 5.0710 -4.7618 -2.5916  O15 1.418, H96 1.088, H105 1.095, H108 1.092
21 C -0.9467 -0.0273 -8.2016  O6 1.419, H63 1.094, H84 1.088, H93 1.093
22 C 0.9742 1.9536 0.0228  N17 1.435, C26 1.584, C43 1.531, C46 1.548
23 C -4.8855 2.9598 5.0320  O14 1.416, H75 1.093, H86 1.088, H91 1.095
24 C -4.5169 -0.1041 -1.1779  C36 1.534, H64 1.080, H70 1.083, H83 1.080
25 C 4.8120 -2.7186 0.0114  O13 1.414, C39 1.501, H60 1.091, H76 1.096
26 C 1.2986 3.4834 -0.2317  C22 1.584, C27 1.463, H78 1.078, H101 1.095
27 C 1.9776 3.5419 -1.5258  N16 1.277, C26 1.463, H97 1.074
28 C -2.3005 1.0323 -0.5579  C32 1.535, C36 1.530, H73 1.086, H87 1.082
29 C -4.0995 0.7391 4.7591  O14 1.417, C19 1.510, H48 1.094, H98 1.094
30 C 4.7877 1.5000 -3.0557  O7 1.413, H49 1.092, H66 1.099, H81 1.091
31 C 4.8806 0.4085 -6.1633  O12 1.405, C33 1.511, H102 1.094, H109 1.094
32 C -1.1399 0.7405 0.4036  N17 1.479, C28 1.535, H59 1.080, H99 1.088
33 C 4.3600 1.5956 -5.3860  O7 1.430, C31 1.511, H85 1.093, H111 1.084
34 C 0.0405 2.0523 -7.6302  O6 1.414, C18 1.511, H61 1.094, H90 1.093
35 C 5.8276 -1.2981 -4.8175  O12 1.417, H53 1.095, H56 1.088, H103 1.092
36 C -3.6360 0.4733 -0.0628  C24 1.534, C28 1.530, H65 1.082, H68 1.083
37 C -8.0462 -1.2523 8.7284  O9 1.415, H54 1.095, H104 1.093, H106 1.088
38 C 6.9810 -3.6474 0.2164  O13 1.417, H51 1.095, H92 1.093, H100 1.088
39 C 4.0179 -3.1536 -1.1856  O15 1.414, C25 1.501, H57 1.094, H74 1.096
40 C -5.8224 -3.5827 8.0211  O11 1.420, C45 1.511, H107 1.094, H112 1.093
41 C -1.4649 2.6829 4.3450  O8 1.418, H67 1.091, H94 1.097, H110 1.090
42 C 0.3707 0.1168 -4.9774  O10 1.421, H69 1.091, H80 1.100, H113 1.089
43 C 0.9274 1.4980 -1.4380  N16 1.461, C22 1.531, H77 1.078, H89 1.087
44 C -4.6408 -1.5290 8.0274  O11 1.415, H50 1.096, H72 1.089, H88 1.092
45 C -7.2792 -3.4700 8.4051  O9 1.418, C40 1.511, H71 1.094, H82 1.094
46 C 2.2107 1.4021 0.7740  F2 1.342, F3 1.367, C22 1.548, C47 1.552
47 C 2.0589 -0.0434 1.3183  F1 1.352, F4 1.349, F5 1.345, C46 1.552
48 H -4.7169 0.8417 3.8615  C29 1.094
49 H 4.4039 1.0380 -2.1441  C30 1.092
50 H -3.6522 -1.9362 8.2683  C44 1.096
51 H 7.4477 -2.7936 0.7191  C38 1.095
52 H 0.4640 3.1855 -5.8725  C18 1.096
53 H 5.6552 -2.1486 -5.4848  C35 1.095
54 H -9.0871 -1.4243 8.4338  C37 1.095
55 H -2.0262 0.5291 5.2836  C19 1.093
56 H 6.7247 -1.4877 -4.2321  C35 1.088
57 H 3.3903 -4.0206 -0.9591  C39 1.094
58 H 2.0804 2.3296 -3.1148  N16 1.012
59 H -1.5661 0.4178 1.3425  C32 1.080
60 H 4.1199 -2.4004 0.7918  C25 1.091
61 H 0.6133 2.7500 -8.2487  C34 1.094
62 H 1.5833 1.8470 -6.1655  C18 1.085
63 H -1.6268 0.3465 -8.9726  C21 1.094
64 H -3.9383 -0.3782 -2.0474  C24 1.080
65 H -4.1631 1.2392 0.4903  C36 1.082
66 H 4.8826 2.5830 -2.8929  C30 1.099
67 H -1.9863 2.9728 5.2586  C41 1.091
68 H -3.4430 -0.3272 0.6412  C36 1.083
69 H 0.6969 -0.4417 -5.8559  C42 1.091
70 H -4.9744 -1.0206 -0.8269  C24 1.083
71 H -7.5869 -4.3983 8.8957  C45 1.094
72 H -4.5149 -0.6335 7.4211  C44 1.089
73 H -2.0784 0.5609 -1.5109  C28 1.086
74 H 3.3563 -2.3254 -1.4652  C39 1.096
75 H -4.3171 3.2612 4.1481  C23 1.093
76 H 5.4295 -1.8570 -0.2658  C25 1.096
77 H 1.2459 0.4888 -1.6443  C43 1.078
78 H 1.6375 4.0951 0.5881  C26 1.078
79 H -2.5013 -0.2783 3.7811  C19 1.095
80 H 1.2393 0.2823 -4.3230  C42 1.100
81 H 5.7748 1.0856 -3.2674  C30 1.091
82 H -7.8958 -3.3389 7.5111  C45 1.094
83 H -5.3298 0.5565 -1.4421  C24 1.080
84 H -0.6562 -1.0445 -8.4543  C21 1.088
85 H 5.1469 2.3490 -5.2917  C33 1.093
86 H -4.8664 3.7689 5.7589  C23 1.088
87 H -2.3540 2.0983 -0.7387  C28 1.082
88 H -5.1525 -1.2533 8.9520  C44 1.092
89 H -0.0780 1.6186 -1.8328  C43 1.087
90 H -1.0129 2.3406 -7.6808  C34 1.093
91 H -5.9256 2.7722 4.7467  C23 1.095
92 H 7.1159 -3.5498 -0.8636  C38 1.093
93 H -1.4619 -0.0336 -7.2378  C21 1.093
94 H -0.4769 2.2848 4.6056  C41 1.097
95 H -0.1650 1.9807 1.6958  N17 1.009
96 H 5.8514 -4.8174 -3.3479  C20 1.088
97 H 2.5841 4.3252 -1.9412  C27 1.074
98 H -4.4026 -0.1783 5.2711  C29 1.094
99 H -0.5528 -0.1005 0.0406  C32 1.088
100 H 7.4708 -4.5579 0.5536  C38 1.088
101 H 0.3078 3.8954 -0.4501  C26 1.095
102 H 4.1078 -0.3597 -6.2582  C31 1.094
103 H 4.9799 -1.1994 -4.1363  C35 1.092
104 H -7.4710 -0.9356 7.8546  C37 1.093
105 H 4.1592 -5.2174 -2.9911  C20 1.095
106 H -8.0237 -0.4597 9.4735  C37 1.088
107 H -5.6882 -4.4686 7.3928  C40 1.094
108 H 5.3947 -5.3151 -1.7073  C20 1.092
109 H 5.1516 0.7408 -7.1696  C31 1.094
110 H -1.3376 3.5661 3.7190  C41 1.090
111 H 3.5330 2.0398 -5.9280  C33 1.084
112 H -5.2066 -3.7051 8.9163  C40 1.093
113 H -0.3676 -0.4739 -4.4369  C42 1.089



Entry 2:
Below is a cluster of 10 separate species, C30H67FN2O9S9 in total in a non-equilibrium geometry, with properties calculated with ωB97M-V/def2-TZVPD.

- 2S+1 = 1
- E_HOMO (eV) = -8.204
- energy relative to the best compared isomer or geometry (same formula, charge and spin) (kJ/mol) = 0.0

Each atom is followed by the atoms it is bonded to, with distances in Å.
CARTESIAN COORDINATES (ANGSTROEM)
1 S 0.3545 7.6114 -1.0014  O17 1.491, C41 1.797, C47 1.796
2 S -0.1011 -8.8028 -2.7099  O13 1.486, C29 1.797, C30 1.799
3 S 4.3161 -2.6208 0.5281  O18 1.486, C40 1.798, C43 1.798
4 S -1.4226 2.6695 2.3664  O14 1.499, C34 1.792, C39 1.787
5 S -2.2344 -2.8996 1.7487  O19 1.497, C28 1.795, C33 1.794
6 S -4.2416 -6.1418 -4.3922  O16 1.485, C26 1.799, C37 1.797
7 S -3.5650 4.3666 -1.6795  O11 1.493, C24 1.793, C48 1.786
8 S -7.1717 7.7766 -2.6993  O15 1.485, C35 1.797, C44 1.797
9 S -3.9395 -6.4073 0.0243  O12 1.493, C50 1.792, C51 1.799
10 F 5.9713 -0.9052 4.3690  C32 1.343
11 O -3.7944 3.0356 -2.3163  S7 1.493
12 O -2.9397 -5.6897 0.8699  S9 1.493
13 O -1.2727 -9.5404 -3.2495  S2 1.486
14 O -0.2824 3.5690 1.9936  S4 1.499
15 O -6.5820 8.0054 -1.3553  S8 1.485
16 O -3.6465 -5.9206 -3.0493  S6 1.485
17 O -0.8582 7.0116 -1.6281  S1 1.491
18 O 4.0195 -3.9521 -0.0610  S3 1.486
19 O -2.0994 -1.5646 2.4118  S5 1.497
20 N 2.7143 2.4924 3.8249  C23 1.366, C31 1.305
21 N 4.3964 3.7246 1.8572  C22 1.369, C42 1.305
22 C 4.7550 2.5822 2.5215  N21 1.369, C23 1.401, C36 1.413
23 C 3.9268 1.9705 3.4717  N20 1.366, C22 1.401, C27 1.409
24 C -5.1406 5.2227 -1.6549  S7 1.793, H82 1.089, H83 1.090, H113 1.088
25 C 9.1475 2.4198 2.8399  C45 1.546, H92 1.087, H96 1.091, H97 1.089
26 C -6.0160 -5.8987 -4.2271  S6 1.799, H68 1.090, H81 1.090, H85 1.088
27 C 4.3583 0.7750 4.0802  C23 1.409, C32 1.359, H108 1.081
28 C -1.1559 -2.8730 0.3146  S5 1.795, H57 1.089, H89 1.091, H105 1.089
29 C 1.3544 -9.4112 -3.5714  S2 1.797, H54 1.088, H77 1.090, H115 1.090
30 C 0.3061 -9.5391 -1.1194  S2 1.799, H56 1.088, H73 1.090, H84 1.090
31 C 2.4086 3.5991 3.2052  N20 1.305, C42 1.415, H100 1.079
32 C 5.5684 0.2333 3.7813  F10 1.343, C27 1.359, C38 1.416
33 C -1.2463 -4.0520 2.7055  S5 1.794, H76 1.088, H103 1.091, H111 1.086
34 C -2.1124 2.0375 0.8382  S4 1.792, H80 1.086, H86 1.090, H109 1.090
35 C -8.9371 8.0812 -2.5569  S8 1.797, H60 1.088, H90 1.090, H95 1.090
36 C 6.0041 1.9870 2.2347  C22 1.413, C38 1.369, H64 1.080
37 C -3.9400 -4.6532 -5.3533  S6 1.797, H91 1.088, H93 1.090, H110 1.090
38 C 6.4384 0.8397 2.8425  C32 1.416, C36 1.369, C49 1.507
39 C -0.7119 1.1213 2.9068  S4 1.787, H53 1.090, H67 1.088, H72 1.090
40 C 2.7711 -1.7041 0.5892  S3 1.798, H71 1.091, H78 1.091, H118 1.088
41 C 0.5473 6.8263 0.6035  S1 1.797, H52 1.091, H59 1.088, H106 1.091
42 C 3.2354 4.1941 2.2228  N21 1.305, C31 1.415, H101 1.083
43 C 5.0707 -1.6235 -0.7635  S3 1.798, H61 1.091, H62 1.090, H99 1.088
44 C -6.8072 9.2322 -3.6882  S8 1.797, H58 1.090, H75 1.088, H104 1.090
45 C 8.9101 0.9743 3.3330  C25 1.546, C46 1.531, C49 1.545, H65 1.090
46 C 8.5595 1.0679 4.8207  C45 1.531, H66 1.089, H70 1.089, H79 1.089
47 C 1.7794 6.8334 -1.7707  S1 1.796, H88 1.090, H98 1.090, H116 1.088
48 C -2.7752 5.4196 -2.8864  S7 1.786, H63 1.082, H94 1.085, H117 1.092
49 C 7.7956 0.2623 2.5346  C38 1.507, C45 1.545, H87 1.088, H107 1.089
50 C -3.3160 -8.0693 -0.2197  S9 1.792, H69 1.089, H102 1.087, H112 1.091
51 C -5.3031 -6.8637 1.1058  S9 1.799, H55 1.090, H74 1.091, H114 1.088
52 H 0.5206 5.7410 0.4927  C41 1.091
53 H -0.1802 1.2953 3.8418  C39 1.090
54 H 1.2844 -9.0968 -4.6104  C29 1.088
55 H -5.9979 -7.5004 0.5582  C51 1.090
56 H -0.5020 -9.3161 -0.4265  C30 1.088
57 H -1.5672 -2.1655 -0.4032  C28 1.089
58 H -7.3284 9.1615 -4.6430  C44 1.090
59 H -0.2782 7.1458 1.2357  C41 1.088
60 H -9.3634 7.2992 -1.9323  C35 1.088
61 H 5.1917 -0.6003 -0.4051  C43 1.091
62 H 4.4445 -1.6436 -1.6557  C43 1.090
63 H -2.7020 6.4217 -2.4838  C48 1.082
64 H 6.6443 2.4742 1.5140  C36 1.080
65 H 9.8684 0.4681 3.2171  C45 1.090
66 H 8.2391 0.0980 5.1989  C46 1.089
67 H -1.5051 0.3939 3.0640  C39 1.088
68 H -6.2123 -4.9413 -3.7437  C26 1.090
69 H -4.0664 -8.6721 -0.7299  C50 1.089
70 H 9.4255 1.4179 5.3806  C46 1.089
71 H 2.9703 -0.6782 0.9024  C40 1.091
72 H -0.0146 0.7576 2.1518  C39 1.090
73 H 1.2346 -9.1058 -0.7474  C30 1.090
74 H -4.9235 -7.3846 1.9858  C51 1.091
75 H -5.7332 9.2604 -3.8603  C44 1.088
76 H -1.7281 -4.1844 3.6722  C33 1.088
77 H 1.3844 -10.4996 -3.5176  C29 1.090
78 H 2.2962 -1.7181 -0.3924  C40 1.091
79 H 7.7669 1.7944 4.9914  C46 1.089
80 H -2.5687 2.8704 0.3106  C34 1.086
81 H -6.4792 -5.9298 -5.2133  C26 1.090
82 H -5.8030 4.6974 -0.9692  C24 1.089
83 H -5.5732 5.2205 -2.6556  C24 1.090
84 H 0.4071 -10.6189 -1.2308  C30 1.090
85 H -6.4098 -6.7070 -3.6142  C26 1.088
86 H -1.3161 1.6102 0.2285  C34 1.090
87 H 7.9917 0.3027 1.4653  C49 1.088
88 H 2.6859 7.1494 -1.2546  C47 1.090
89 H -0.1564 -2.5558 0.6138  C28 1.091
90 H -9.3915 8.0465 -3.5472  C35 1.090
91 H -2.8696 -4.5828 -5.5343  C37 1.088
92 H 10.0891 2.8154 3.2125  C25 1.087
93 H -4.4674 -4.7230 -6.3047  C37 1.090
94 H -1.7789 5.0282 -3.0667  C48 1.085
95 H -9.1047 9.0538 -2.0944  C35 1.090
96 H 8.3577 3.0417 3.2645  C25 1.091
97 H 9.0573 2.5195 1.7588  C25 1.089
98 H 1.6738 5.7492 -1.7255  C47 1.090
99 H 6.0461 -2.0495 -0.9896  C43 1.088
100 H 1.4708 4.0755 3.4449  C31 1.079
101 H 2.8825 5.0980 1.7411  C42 1.083
102 H -2.4253 -8.0039 -0.8396  C50 1.087
103 H -0.2447 -3.6425 2.8459  C33 1.091
104 H -7.1171 10.1280 -3.1501  C44 1.090
105 H -1.1273 -3.8688 -0.1261  C28 1.089
106 H 1.4918 7.1438 1.0469  C41 1.091
107 H 7.8315 -0.7799 2.8496  C49 1.089
108 H 3.6946 0.3204 4.8019  C27 1.081
109 H -2.8639 1.2804 1.0619  C34 1.090
110 H -4.2763 -3.7799 -4.7940  C37 1.090
111 H -1.2055 -5.0040 2.1835  C33 1.086
112 H -3.0640 -8.5149 0.7443  C50 1.091
113 H -4.9958 6.2434 -1.3061  C24 1.088
114 H -5.8084 -5.9497 1.4113  C51 1.088
115 H 2.2485 -8.9818 -3.1194  C29 1.090
116 H 1.8199 7.1561 -2.8090  C47 1.088
117 H -3.3460 5.4195 -3.8178  C48 1.092
118 H 2.1239 -2.1875 1.3183  C40 1.088



- Among the records above, which one has the highest E_HOMO?
  C30H67FN2O9S9



- Among the records above, which one has the lowest E_HOMO?
  C30H66F5N2O10



- Number 1 is which compound?
  C30H66F5N2O10